Computed, not measured: a structure of composition C22H43FeN2P3Se, with ωB97M-V/def2-TZVPD.

Geometry as XYZ:
```
72
Properties=species:S:1:pos:R:3
Fe 0.4727 -0.3215 0.8555
P 2.1474 -1.1099 2.2331
P 1.6425 1.3671 -0.2735
P -1.4782 -1.3449 0.9833
H -1.2882 1.2175 -3.9152
C -2.1340 0.8920 -3.2776
C -2.7490 1.7941 -2.4854
H -2.3782 2.8308 -2.4109
C 3.1157 -2.3296 1.2885
C 3.3552 0.0205 3.0483
C 1.4456 -2.0828 3.6742
C 0.6772 2.3293 -1.5042
C 2.4298 2.7273 0.6640
C 3.0142 0.6459 -1.2451
C -2.8182 -0.6444 -0.0299
C -2.2559 -1.5491 2.6247
C -1.2326 -3.0310 0.3442
H -2.5819 -0.1069 -3.4535
H -3.6828 1.5502 -1.9548
H 3.7881 -2.9372 1.9029
H 3.7126 -1.8341 0.5168
H 2.4054 -2.9992 0.7908
H 4.0145 -0.4790 3.7825
H 2.8107 0.8282 3.5614
H 3.9954 0.5024 2.2959
H 2.1873 -2.6271 4.2826
H 0.7423 -2.8144 3.2592
H 0.8567 -1.3924 4.2943
H 1.3661 2.7368 -2.2566
H 0.1782 3.1644 -0.9939
H -0.0704 1.7003 -2.0092
H 3.1705 3.2403 0.0341
H 2.9206 2.3543 1.5718
H 1.6541 3.4531 0.9404
H 3.4809 1.4455 -1.8341
H 2.6055 -0.1461 -1.8888
H 3.7435 0.2136 -0.5512
H -3.6006 -1.4053 -0.1551
H -2.4421 -0.3281 -1.0126
H -3.2601 0.2176 0.4865
H -3.0978 -2.2448 2.5418
H -2.6283 -0.5809 2.9777
H -1.5353 -1.9368 3.3551
H -2.1763 -3.5873 0.3760
H -0.4853 -3.5268 0.9692
H -0.8233 -2.9422 -0.6691
C -0.1021 -1.9095 -4.5039
C -0.8659 -1.3861 -5.5794
C -0.9680 -2.0612 -6.7886
C -0.3275 -3.2959 -6.9587
C 0.4060 -3.8617 -5.8947
C 0.5030 -3.1919 -4.6794
Se 0.0700 -0.9786 -2.9284
H 0.1457 -1.1827 2.0669
H -1.3673 -0.4325 -5.4345
H -1.5568 -1.6090 -7.5884
H -0.4159 -3.8097 -7.9128
H 0.9054 -4.8282 -6.0079
H 1.0415 -3.6421 -3.8465
N -1.9414 4.7472 4.5846
C -1.5162 3.7142 3.8096
C -1.7062 3.7102 2.4084
C -1.2498 2.6237 1.6603
N -0.5678 1.5919 2.2073
C -0.4034 1.5822 3.5494
C -0.8725 2.5958 4.3850
H -2.3837 5.5645 4.1867
H -1.8051 4.7363 5.5858
H -2.2000 4.5495 1.9163
H -1.4403 2.5943 0.5822
H 0.1248 0.7219 3.9800
H -0.7209 2.5274 5.4663
```

Results
- Total energy: -5661.76186 hartree
- ⟨S²⟩: 8.8434
- Kohn-Sham gap (alpha / beta): 7.85 / 4.16 eV
- Net charge: +3
- Lowest unoccupied orbital energy (alpha / beta): -7.957 / -11.642 eV
- 2S+1: 6